Entry 1:
DFT (ωB97M-V with the def2-TZVPD basis set) results for a structure of composition C16H19N2O9V.

Calculated values
Highest occupied orbital energy = 0.088 eV
Spin multiplicity = 1
Kohn-Sham gap = 3.097 eV
LUMO = 0.1171 hartree
F_max = 7.0 eV/Å
Molar mass = 434.277 g mol⁻¹
Energy relative to the best compared isomer or geometry (same formula, charge and spin) = 0.00 kcal/mol
Total charge = -2

Each line ends with the Löwdin charge.
Element x y z (Å)
O (0.140, -0.104, -0.239)  -0.41
V (-0.325, -0.876, -1.519)  0.91
O (-0.480, 0.193, -2.649)  -0.45
O (-2.852, -4.094, 0.990)  -0.35
C (-3.500, -3.172, 0.256)  -0.54
C (-2.716, -1.997, -0.364)  -0.36
O (-1.706, -2.296, -1.309)  -0.33
H (-4.380, -2.747, 0.796)  0.07
H (-3.913, -3.664, -0.667)  0.07
H (-2.327, -1.430, 0.504)  0.07
H (-3.435, -1.337, -0.883)  0.09
C (3.048, -1.925, -3.032)  -0.13
C (2.459, -2.027, -1.605)  -0.47
O (1.150, -2.467, -1.618)  -0.32
H (3.990, -1.352, -3.045)  0.04
H (2.366, -1.543, -3.789)  0.06
H (3.414, -2.922, -3.306)  0.05
H (2.492, -1.010, -1.173)  0.07
H (3.165, -2.636, -1.017)  0.09
C (-1.348, 0.266, 3.929)  -0.09
C (-2.057, 0.199, 5.127)  -0.10
C (-2.684, -0.981, 5.466)  -0.05
C (-2.729, -2.046, 4.577)  -0.15
C (-2.004, -1.974, 3.393)  0.03
C (-1.265, -0.822, 3.081)  -0.04
N (-3.693, -3.120, 4.708)  -0.35
O (-3.477, -4.187, 4.192)  0.11
O (-4.641, -2.932, 5.479)  0.01
H (-0.773, 1.175, 3.781)  0.10
H (-2.174, 1.035, 5.805)  0.09
H (-3.259, -1.000, 6.384)  0.10
H (-1.896, -2.822, 2.709)  0.11
H (-0.719, -0.719, 2.153)  0.09
C (4.213, 3.054, -2.987)  -0.08
C (4.202, 4.421, -2.792)  -0.09
C (3.029, 5.099, -2.491)  -0.02
C (1.845, 4.384, -2.525)  -0.14
C (1.801, 3.038, -2.870)  0.03
C (3.002, 2.363, -3.008)  -0.04
N (0.594, 5.034, -2.107)  -0.35
O (-0.442, 4.426, -2.224)  0.10
O (0.657, 6.220, -1.808)  0.04
H (5.071, 2.453, -3.262)  0.10
H (5.146, 4.953, -2.747)  0.10
H (3.086, 6.155, -2.277)  0.11
H (0.902, 2.437, -2.809)  0.11
H (3.024, 1.299, -3.209)  0.11

Atomic forces in eV per Å
0.17 0.88 1.52
0.04 -6.93 1.24
-0.12 1.50 -2.25
0.50 0.58 0.56
0.33 -1.53 -1.04
-0.24 0.64 0.55
1.39 2.25 0.06
-0.15 0.58 -0.10
-0.50 0.07 -0.13
0.25 0.10 -0.19
-0.30 -0.01 0.27
1.17 -0.67 0.40
-0.41 1.32 -0.78
-0.99 1.67 -0.17
-0.22 0.34 0.09
-0.19 0.02 0.15
-0.49 -0.08 -0.37
0.35 -0.04 0.19
-0.27 -0.27 0.13
0.48 0.58 0.70
0.10 -0.71 -0.09
-1.28 0.19 0.50
0.58 1.09 -1.43
1.09 -0.40 -0.42
-0.65 0.13 0.47
0.02 -1.17 1.80
0.18 0.23 -0.47
-0.04 0.44 -0.30
-0.13 -0.03 -0.54
0.33 0.11 -0.06
-0.08 -0.25 -0.08
-0.82 -0.12 -0.17
0.09 -0.33 -0.09
-0.91 -0.65 -0.67
0.68 0.17 0.52
0.29 -0.16 -0.29
0.00 -0.50 0.19
0.07 -0.46 1.18
0.36 0.21 -0.64
-0.30 0.89 -1.24
0.05 -0.30 0.33
0.18 -0.13 0.41
0.40 0.44 0.37
-0.08 0.10 -0.16
-0.34 0.00 0.13
-0.31 0.24 -0.18
-0.25 -0.02 0.12

---

Entry 2:
DFT (ωB97M-V with the def2-TZVPD basis set) results for the molecule C3H2N2O.

Calculated values
Highest occupied orbital energy = -9.352 eV
Spin multiplicity = 1
Kohn-Sham gap = 9.658 eV
LUMO = 0.0112 hartree
SMILES string = N#C[C@H]1NC1=O
F_max = 2.5 eV/Å
Molar mass = 82.062 g mol⁻¹
Energy relative to the best compared isomer or geometry (same formula, charge and spin) = 32.71 kcal/mol
Total charge = 0

Each line ends with the Löwdin charge.
Element x y z (Å)
C (1.520, -0.146, -0.103)  -0.25
C (-0.989, 0.815, 0.080)  -0.33
C (0.203, -0.403, -0.485)  -0.13
N (2.605, 0.095, 0.191)  0.14
N (-0.867, -0.371, 0.531)  0.12
O (-1.326, 1.909, -0.146)  0.19
H (-0.004, -0.961, -1.385)  0.11
H (-1.142, -0.939, 1.317)  0.16

Atomic forces in eV per Å
0.63 -0.03 0.36
1.70 -0.93 -1.51
-2.12 1.00 0.09
0.32 0.07 0.10
0.18 -0.29 0.14
-0.57 0.26 0.51
-0.04 -0.06 0.07
-0.11 -0.01 0.23

---

Entry 3:
DFT (ωB97M-V with the def2-TZVPD basis set) results for a structure of composition C7H14ClO4P.

Calculated values
Highest occupied orbital energy (spin up / spin down) = -10.204 / -10.201 eV
Spin multiplicity = 1
Kohn-Sham gap (spin up / spin down) = 9.442 / 9.440 eV
LUMO (spin up / spin down) = -0.0280 / -0.0280 hartree
F_max = 4.8 eV/Å
Molar mass = 228.612 g mol⁻¹
Energy relative to the best compared isomer or geometry (same formula, charge and spin) = 36.29 kcal/mol
Total charge = 0

Each line ends with the Löwdin charge.
Element x y z (Å)
C (2.306, -0.182, 0.614)  -0.50
C (1.301, -0.517, -0.445)  -0.66
C (1.989, -0.814, 1.991)  -0.03
C (-0.898, 3.537, -1.544)  -0.05
C (-1.178, -3.155, 0.139)  -0.08
C (-0.242, 2.556, -0.551)  -0.32
C (-2.007, -1.996, -0.338)  -0.26
O (-0.898, 0.198, 1.328)  -0.21
O (1.863, 1.113, 0.384)  -0.12
O (-0.570, 1.300, -1.055)  -0.22
O (-1.188, -0.992, -0.961)  -0.24
P (-0.390, 0.022, -0.019)  0.51
Cl (1.593, -0.651, -2.009)  0.91
H (3.335, -0.245, 0.388)  0.12
H (2.116, 0.062, 2.674)  0.10
H (2.721, -1.617, 2.370)  0.11
H (0.968, -1.128, 1.995)  0.03
H (-0.126, 3.962, -2.255)  0.09
H (-1.535, 2.914, -2.090)  0.05
H (-1.380, 4.328, -1.075)  0.04
H (-0.258, -3.202, -0.388)  0.07
H (-0.934, -2.882, 1.163)  0.08
H (-1.621, -4.091, 0.187)  0.06
H (-0.690, 2.892, 0.403)  0.12
H (0.870, 2.651, -0.324)  0.12
H (-2.510, -1.528, 0.537)  0.12
H (-2.637, -2.536, -1.117)  0.14

Atomic forces in eV per Å
-0.58 -0.92 1.28
0.46 3.06 3.67
1.98 0.96 0.64
3.81 -0.36 -1.03
1.29 2.16 1.95
0.90 3.21 0.80
-0.97 -1.30 -0.83
0.24 -0.31 0.73
-0.75 -2.36 -0.58
0.18 -2.57 1.92
-0.39 -0.47 0.38
-1.09 1.56 -3.18
0.92 -0.46 -2.77
1.16 -0.59 -0.74
-0.34 -0.79 -0.15
-1.15 1.06 -1.00
-0.49 -0.35 0.48
-0.92 -0.41 0.63
-1.36 -0.43 -1.01
-0.99 1.35 0.82
0.79 -0.25 -0.73
0.52 -0.38 0.37
-1.20 -1.66 -0.25
-0.18 -1.37 0.07
-1.57 0.11 -1.08
-0.30 -0.43 -1.05
0.05 1.94 0.69

---

Entry 4:
DFT (ωB97M-V with the def2-TZVPD basis set) results for a structure of composition C20H28ClGaN3O4.

Calculated values
Highest occupied orbital energy = -2.042 eV
Spin multiplicity = 1
Kohn-Sham gap = 4.965 eV
LUMO = 0.1074 hartree
F_max = 6.7 eV/Å
Molar mass = 479.637 g mol⁻¹
Energy relative to the best compared isomer or geometry (same formula, charge and spin) = 0.00 kcal/mol
Total charge = -1

Each line ends with the Löwdin charge.
Element x y z (Å)
Ga (-0.589, -0.279, 0.562)  0.11
Cl (-0.447, 0.038, -1.795)  0.23
N (0.875, -1.991, 0.345)  0.15
N (-2.136, 1.288, 0.342)  0.12
C (1.948, -1.876, 1.067)  -0.34
C (-1.728, 2.508, 0.094)  -0.33
C (0.939, -3.277, -0.391)  -0.52
C (2.203, -3.917, 0.177)  -0.06
C (1.089, -2.997, -1.872)  -0.06
C (-0.298, -4.114, -0.108)  -0.05
H (2.035, -2.472, -2.052)  0.09
H (0.266, -2.367, -2.224)  0.02
H (1.097, -3.952, -2.410)  0.08
H (-0.674, -3.924, 0.902)  0.07
H (-0.025, -5.173, -0.202)  0.07
H (-1.091, -3.897, -0.830)  0.08
C (-3.563, 1.175, -0.075)  -0.53
C (-3.874, 2.574, -0.598)  -0.07
C (-4.408, 0.821, 1.138)  -0.02
C (-3.747, 0.170, -1.188)  -0.07
H (-3.049, 0.393, -2.001)  0.04
H (-4.780, 0.250, -1.553)  0.08
H (-3.567, -0.847, -0.835)  0.07
H (-4.339, 1.634, 1.870)  0.09
H (-4.061, -0.114, 1.591)  0.08
H (-5.452, 0.710, 0.823)  0.08
O (-2.618, 3.312, -0.483)  0.02
H (-4.626, 3.110, -0.007)  0.12
H (-4.161, 2.600, -1.655)  0.13
O (2.818, -2.877, 1.017)  0.02
H (2.949, -4.197, -0.575)  0.12
H (1.998, -4.773, 0.831)  0.12
C (2.251, -0.669, 1.875)  -0.04
C (-0.403, 3.109, 0.425)  -0.03
C (0.812, 2.286, 0.107)  -0.22
H (-0.427, 3.293, 1.517)  0.15
H (-0.352, 4.083, -0.066)  0.11
C (0.909, 0.966, 0.556)  -0.15
C (2.163, 0.468, 0.914)  -0.20
H (-2.906, -2.115, 1.533)  0.07
C (3.306, 1.026, 0.314)  -0.22
C (3.155, 2.177, -0.463)  -0.02
C (4.649, 0.388, 0.492)  -0.06
C (1.929, 2.846, -0.540)  -0.23
H (4.022, 2.597, -0.975)  0.10
C (1.822, 4.146, -1.276)  -0.06
H (2.714, 4.293, -1.893)  0.07
H (1.748, 4.997, -0.585)  0.08
H (0.941, 4.159, -1.930)  0.08
H (5.040, 0.543, 1.508)  0.08
H (5.359, 0.833, -0.212)  0.07
H (4.610, -0.694, 0.308)  0.08
H (3.232, -0.780, 2.337)  0.12
H (1.479, -0.597, 2.653)  0.14
O (-1.287, -1.158, 2.114)  -0.23
N (-1.913, -2.036, 1.324)  -0.36
O (-1.835, -1.704, 0.057)  -0.31

Atomic forces in eV per Å
-1.14 -0.76 -0.88
0.24 0.21 -1.26
1.97 0.25 1.20
0.59 2.47 -0.13
-2.39 -0.54 -1.41
-1.06 -2.86 0.46
-0.42 0.55 0.15
0.64 0.13 0.68
0.07 0.04 -0.26
0.02 -0.59 -0.16
-0.14 -0.01 -0.11
0.19 -0.15 0.08
0.03 0.09 -0.05
-0.06 0.07 -0.20
-0.05 -0.02 -0.04
0.11 0.10 0.31
0.54 -0.18 0.09
0.36 0.77 -0.11
0.00 0.11 0.10
-0.27 -0.31 -0.36
-0.15 -0.18 0.11
0.05 0.03 -0.02
0.17 0.14 -0.09
-0.06 -0.22 0.05
-0.01 0.18 -0.08
0.05 -0.01 0.12
-0.64 0.67 -0.17
0.13 -0.06 -0.04
0.08 -0.09 0.20
0.69 -1.00 -0.08
-0.20 0.05 0.08
0.02 0.16 -0.10
-0.07 -0.84 -0.06
-0.42 0.18 -0.26
1.26 -0.47 -0.55
0.10 -0.03 -0.40
-0.09 -0.09 0.09
0.29 0.84 2.15
0.43 1.47 -1.12
-0.44 0.71 0.64
-0.40 0.22 0.26
-0.16 -0.22 0.01
0.36 0.01 -0.01
-0.29 -0.16 0.72
-0.15 -0.11 0.05
0.12 0.31 -0.09
-0.15 0.06 0.03
0.00 -0.05 -0.17
0.19 0.04 0.08
-0.01 -0.07 -0.15
0.02 -0.12 0.11
0.06 0.21 0.05
-0.07 0.11 -0.01
0.21 0.08 -0.15
1.19 2.81 1.32
-1.96 -5.89 2.40
0.61 1.99 -3.02